{"formula": "C6H12", "method": "wB97M-V/def2-TZVPD", "spin_multiplicity": 1, "homo_ev": -9.615, "charge": 0, "gap_ev": 10.82, "smiles": "C=CCC.C=C", "relative_energy_kj_mol": 183.7, "elements": ["C", "C", "C", "C", "H", "H", "H", "H", "H", "H", "H", "H", "C", "C", "H", "H", "H", "H"], "positions_angstrom": [[-1.387, 1.173, -1.426], [-0.077, 1.016, -1.247], [0.667, 1.139, 0.056], [-0.202, 1.436, 1.273], [-2.056, 1.426, -0.607], [-1.839, 1.054, -2.407], [0.541, 0.760, -2.109], [1.217, 0.202, 0.222], [1.434, 1.919, -0.052], [-0.756, 2.372, 1.150], [0.413, 1.525, 2.174], [-0.931, 0.634, 1.441], [0.047, -2.464, 1.089], [-0.238, -2.308, -0.199], [0.777, -3.192, 1.433], [-0.444, -1.868, 1.854], [-0.962, -1.573, -0.542], [0.251, -2.901, -0.967]], "nbo_charge": [-0.43, -0.16, -0.45, -0.61, 0.19, 0.20, 0.20, 0.22, 0.21, 0.21, 0.21, 0.20, -0.40, -0.39, 0.19, 0.19, 0.20, 0.19]}